Entry one
DFT (ωB97M-V/def2-TZVPD) results for a gas-phase ion, C4H3O3 (charge -1).

Output
**Structure (SMILES)**: CC(=O)C1=C([O-])O1
**2S+1**: 1
**Net charge**: -1

XYZ file:
```
10
C4H3O3 (ωB97M-V/def2-TZVPD)
C -1.18 0.47 -0.74
C -0.60 -0.57 0.19
O -1.31 -1.48 0.73
C 0.80 -0.64 0.25
C 1.90 -0.33 1.00
O 2.80 -0.50 1.73
O 1.63 0.58 0.00
H -2.02 0.17 -1.18
H -0.55 0.89 -1.54
H -1.47 1.41 -0.42
```

=====

Entry two
DFT (ωB97M-V/def2-TZVPD) results for 2 unconnected molecules or ions with the total composition C4H3O3.

Output
**2S+1**: 1
**Net charge**: -1

XYZ file:
```
10
C4H3O3 (ωB97M-V/def2-TZVPD)
C -0.02 -0.12 -0.58
C -0.21 0.76 0.40
C -0.78 -2.90 -0.60
C 0.99 1.23 -0.26
O 0.08 -3.29 0.07
O -1.67 -2.75 -1.32
O -0.75 1.45 1.53
H 1.99 1.12 0.15
H 0.92 2.11 -0.88
H -0.56 2.40 1.48
```

=====

Q: Which of them is the least stable? A: entry two.

=====

Entry one
DFT (ωB97M-V/def2-TZVPD) results for a gas-phase ion, C4H11N2 (charge +1).

Output
**2S+1**: 3
**Expectation value of S²**: 2.008
**Net charge**: +1

XYZ file:
```
17
C4H11N2 (ωB97M-V/def2-TZVPD)
C 0.79 0.72 -0.08
C 1.99 -0.10 -0.46
C -1.67 0.67 -0.64
C -0.72 -1.19 0.59
N 0.14 1.10 1.14
N -0.60 0.18 0.19
H 0.84 1.48 -0.85
H 2.00 -0.93 0.21
H 2.95 0.38 -0.45
H 1.98 -0.30 -1.46
H -2.57 0.22 -0.30
H -1.69 1.67 -0.35
H -1.45 0.48 -1.80
H -1.71 -1.47 0.96
H -0.54 -1.99 -0.26
H -0.17 -1.50 1.59
H 0.44 0.59 1.97
```

=====

Entry two
DFT (ωB97M-V/def2-TZVPD) results for a gas-phase ion, C4H11N2 (charge +1).

Output
**2S+1**: 3
**Expectation value of S²**: 2.007
**Net charge**: +1

XYZ file:
```
17
C4H11N2 (ωB97M-V/def2-TZVPD)
C -2.11 -0.78 0.69
C -1.85 0.14 -0.17
C 1.82 -0.55 0.07
C -0.22 0.71 -0.45
N 0.28 1.60 0.58
N 0.52 -0.58 -0.51
H -3.09 -1.21 0.68
H -1.37 -1.22 1.31
H -2.47 0.71 -0.93
H 2.03 -1.49 0.69
H 2.77 -0.53 -0.63
H 1.90 0.23 0.79
H -0.29 1.11 -1.51
H 0.13 1.21 1.60
H 0.23 2.58 0.45
H 0.51 -0.90 -1.44
H -0.12 -1.27 -0.01
```

=====

Q: Which of them is the least stable? A: entry one.

=====

Entry one
DFT (ωB97M-V/def2-TZVPD) results for 2 unconnected molecules or ions with the total composition C4H7I.

Output
**Structure (SMILES)**: CC1=CC1.I
**2S+1**: 1

XYZ file:
```
12
C4H7I (ωB97M-V/def2-TZVPD)
C -1.75 1.10 0.03
C -0.84 -0.07 -0.09
C -0.91 -1.35 0.19
C 0.44 -0.66 -0.05
H -1.35 1.98 -0.26
H -2.28 1.12 0.94
H -2.51 0.93 -0.76
H -1.19 -2.37 0.20
H 0.91 -0.97 -0.99
H 1.16 -0.60 0.81
I 4.54 -0.23 0.27
H 3.79 1.11 -0.30
```

=====

Entry two
DFT (ωB97M-V/def2-TZVPD) results for C4H7I in the gas phase.

Output
**Structure (SMILES)**: CC1(I)CC1
**2S+1**: 1

XYZ file:
```
12
C4H7I (ωB97M-V/def2-TZVPD)
C 0.14 1.38 0.03
C -0.52 0.04 -0.17
I -2.61 0.02 0.00
C 0.20 -1.04 -0.93
C 0.21 -0.90 0.81
H -0.37 2.27 -0.34
H 1.13 1.36 -0.55
H 0.25 1.46 1.11
H 1.23 -0.77 -1.34
H -0.39 -1.88 -1.39
H -0.39 -1.49 1.61
H 1.11 -0.45 1.16
```

=====

Q: Which of them is the least stable? A: entry one.

=====

Entry one
DFT (ωB97M-V/def2-TZVPD) results for 3 unconnected molecules or ions with the total composition C26H43BF17IO8Si.

Output
**Structure (SMILES)**: OB(O)C[Si@H](CCCI)CCC(F)(F)C(F)(F)C(F)(F)C(F)(F)C(F)(F)C(F)(F)C(F)(F)C(F)(F)F.COCCOCCOC.COCCOCCOC
**2S+1**: 1

XYZ file:
```
97
C26H43BF17IO8Si (ωB97M-V/def2-TZVPD)
O 2.13 -0.45 5.85
B 1.40 -1.63 5.92
O 0.38 -1.74 6.86
C 1.70 -2.86 4.99
Si 0.34 -2.85 3.67
C 0.22 -4.45 2.68
C 0.71 -5.66 3.49
C -0.14 -6.88 3.16
I 0.83 -8.70 3.77
C 0.68 -1.32 2.60
C 0.03 -1.35 1.21
C -1.16 -0.42 1.05
F -1.40 -0.27 -0.27
F -0.84 0.82 1.51
C -2.50 -0.92 1.68
F -3.52 -0.69 0.82
F -2.42 -2.25 1.87
C -2.92 -0.20 2.98
F -1.84 -0.25 3.81
F -3.20 1.09 2.73
C -4.07 -0.85 3.80
F -3.79 -2.13 4.10
F -4.08 -0.15 4.97
C -5.52 -0.73 3.25
F -6.34 -0.96 4.31
F -5.75 0.52 2.82
C -5.94 -1.74 2.13
F -5.02 -2.69 1.91
F -6.10 -1.05 0.98
C -7.30 -2.45 2.39
F -8.28 -1.55 2.58
F -7.58 -3.11 1.23
C -7.27 -3.53 3.53
F -8.25 -3.25 4.41
F -7.49 -4.76 3.03
F -6.10 -3.52 4.18
H 1.65 0.22 5.35
H -0.42 -1.32 6.55
H 1.67 -3.76 5.59
H 2.65 -2.73 4.49
H -0.94 -2.63 4.38
H -0.85 -4.61 2.51
H 0.69 -4.40 1.71
H 0.56 -5.47 4.55
H 1.76 -5.86 3.32
H -1.06 -6.84 3.72
H -0.34 -6.93 2.10
H 0.43 -0.41 3.14
H 1.76 -1.29 2.45
H 0.76 -0.96 0.51
H -0.18 -2.35 0.87
C 3.01 0.54 -1.15
O 2.60 -0.47 -2.05
C 1.34 -0.23 -2.66
C 1.38 -0.51 -4.15
O 2.15 0.39 -4.92
C 3.57 0.35 -4.81
C 4.24 -0.89 -5.38
O 4.01 -2.03 -4.57
C 3.75 -3.22 -5.29
H 2.53 0.40 -0.17
H 4.09 0.45 -1.02
H 2.79 1.54 -1.53
H 1.01 0.80 -2.49
H 0.60 -0.90 -2.19
H 0.36 -0.39 -4.52
H 1.65 -1.55 -4.35
H 3.90 0.55 -3.79
H 3.91 1.19 -5.42
H 5.32 -0.70 -5.41
H 3.88 -1.06 -6.40
H 3.07 -3.03 -6.13
H 3.27 -3.92 -4.61
H 4.68 -3.67 -5.67
C 2.73 7.47 -0.78
O 2.04 6.40 -1.37
C 0.63 6.55 -1.40
C 0.04 6.16 -2.74
O 0.34 7.02 -3.82
C 1.65 7.03 -4.37
C 2.04 5.78 -5.12
O 2.26 4.68 -4.25
C 1.76 3.45 -4.72
H 2.71 7.40 0.31
H 3.77 7.42 -1.11
H 2.32 8.44 -1.09
H 0.35 7.58 -1.17
H 0.20 5.89 -0.64
H -1.05 6.23 -2.63
H 0.26 5.12 -2.98
H 2.39 7.29 -3.62
H 1.63 7.84 -5.10
H 2.98 5.99 -5.66
H 1.27 5.54 -5.86
H 0.76 3.56 -5.17
H 1.66 2.78 -3.86
H 2.43 2.99 -5.44
```

=====

Entry two
DFT (ωB97M-V/def2-TZVPD) results for 3 unconnected molecules or ions with the total composition C26H43BF17IO8Si.

Output
**Structure (SMILES)**: OB(O)C[Si@H](CCCI)CCC(F)(F)C(F)(F)C(F)(F)C(F)(F)C(F)(F)C(F)(F)C(F)(F)C(F)(F)F.COCCOCCOC.COCCOCCOC
**2S+1**: 1

XYZ file:
```
97
C26H43BF17IO8Si (ωB97M-V/def2-TZVPD)
O 2.19 -0.46 5.82
B 1.49 -1.66 5.89
O 0.45 -1.79 6.82
C 1.78 -2.90 4.95
Si 0.39 -2.87 3.65
C 0.24 -4.47 2.65
C 0.77 -5.68 3.48
C -0.13 -6.90 3.23
I 0.84 -8.73 3.86
C 0.69 -1.32 2.60
C 0.01 -1.34 1.20
C -1.19 -0.39 1.08
F -1.42 -0.21 -0.25
F -0.83 0.81 1.54
C -2.53 -0.93 1.69
F -3.51 -0.68 0.81
F -2.44 -2.25 1.78
C -2.97 -0.26 3.01
F -1.88 -0.33 3.82
F -3.19 1.01 2.85
C -4.10 -0.95 3.82
F -3.83 -2.20 4.10
F -4.06 -0.33 5.01
C -5.57 -0.79 3.33
F -6.33 -1.02 4.41
F -5.84 0.45 2.99
C -6.07 -1.74 2.19
F -5.20 -2.68 1.82
F -6.28 -0.99 1.12
C -7.43 -2.44 2.47
F -8.38 -1.58 2.73
F -7.77 -2.98 1.29
C -7.39 -3.62 3.49
F -8.33 -3.41 4.39
F -7.68 -4.75 2.93
F -6.25 -3.72 4.13
H 1.69 0.16 5.28
H -0.35 -1.38 6.45
H 1.77 -3.81 5.55
H 2.73 -2.74 4.42
H -0.88 -2.65 4.39
H -0.83 -4.66 2.54
H 0.67 -4.44 1.65
H 0.65 -5.45 4.54
H 1.82 -5.90 3.28
H -1.01 -6.81 3.85
H -0.39 -6.95 2.17
H 0.45 -0.42 3.17
H 1.77 -1.27 2.42
H 0.76 -0.94 0.51
H -0.18 -2.35 0.85
C 2.99 0.60 -1.14
O 2.58 -0.40 -2.05
C 1.32 -0.14 -2.66
C 1.36 -0.39 -4.15
O 2.15 0.53 -4.90
C 3.56 0.48 -4.74
C 4.25 -0.78 -5.24
O 3.97 -1.89 -4.40
C 3.71 -3.09 -5.11
H 2.51 0.45 -0.17
H 4.07 0.53 -1.02
H 2.76 1.61 -1.51
H 0.99 0.89 -2.47
H 0.59 -0.82 -2.19
H 0.34 -0.26 -4.53
H 1.64 -1.42 -4.38
H 3.85 0.71 -3.71
H 3.94 1.31 -5.35
H 5.33 -0.61 -5.22
H 3.94 -0.97 -6.27
H 3.08 -2.91 -5.99
H 3.16 -3.75 -4.44
H 4.64 -3.57 -5.41
C 2.83 7.29 -0.93
O 2.09 6.25 -1.55
C 0.68 6.45 -1.53
C 0.05 6.14 -2.87
O 0.36 7.04 -3.92
C 1.69 7.05 -4.44
C 2.11 5.79 -5.18
O 2.30 4.71 -4.29
C 1.79 3.47 -4.75
H 2.85 7.16 0.16
H 3.85 7.24 -1.31
H 2.42 8.28 -1.18
H 0.43 7.48 -1.24
H 0.26 5.76 -0.78
H -1.03 6.23 -2.74
H 0.23 5.11 -3.17
H 2.41 7.33 -3.68
H 1.69 7.87 -5.17
H 3.07 5.99 -5.68
H 1.36 5.55 -5.94
H 0.81 3.60 -5.23
H 1.65 2.82 -3.89
H 2.49 3.00 -5.44
```

=====

Q: Which of them is the least stable? A: entry two.